a) Below is C4H6O in the gas phase, with properties calculated with ωB97M-V with the def2-TZVPD basis set.

The SMILES is C#C[C@H](C)O. The lowest unoccupied orbital energy comes out at 0.86 eV. The calculation puts the HOMO-LUMO gap at 10.9 eV.

ORCA input file:
```
! RIJCOSX wB97M-V def2-TZVPD def2/J DEFGRID3
* xyz 0 1
C 0.9582 -0.0455 2.2238
C 0.3452 0.1590 1.2070
C -0.3686 0.3780 -0.0458
C -0.2382 -0.8250 -0.9874
O 0.2012 1.5416 -0.6379
H 1.4728 -0.2141 3.1490
H -1.4368 0.5688 0.1876
H -0.7762 -0.6015 -1.9072
H 0.8180 -0.9928 -1.2192
H -0.6685 -1.7151 -0.5228
H -0.3072 1.7466 -1.4472
*
```


b) Below is C4H6O in the gas phase, with properties calculated with ωB97M-V with the def2-TZVPD basis set.

The SMILES is C=C1O[C@@H]1C. The lowest unoccupied orbital energy comes out at 0.98 eV. The calculation puts the HOMO-LUMO gap at 10.3 eV.

ORCA input file:
```
! RIJCOSX wB97M-V def2-TZVPD def2/J DEFGRID3
* xyz 0 1
C 1.2622 -0.9427 -1.6322
C 0.2121 -0.6014 -0.9612
O -1.1233 -0.3868 -0.8935
C -0.3482 -0.0502 0.3317
C -0.7348 1.2131 1.3992
H 1.3851 -1.4751 -2.5933
H 2.3060 -0.7884 -1.2575
H -0.5980 -0.8667 1.1175
H -1.7508 0.9395 1.5313
H -0.6940 2.0645 0.8783
H 0.0837 0.8941 2.0797
*
```


c) Below is a molecular structure, C4H6O, with properties calculated with ωB97M-V with the def2-TZVPD basis set.

The lowest unoccupied orbital energy comes out at 0.89 eV. The calculation puts the HOMO-LUMO gap at 9.5 eV.

ORCA input file:
```
! RIJCOSX wB97M-V def2-TZVPD def2/J DEFGRID3
* xyz 0 1
C 0.5440 -0.7592 -1.5429
C -0.4904 -0.8953 -0.7883
C -0.6594 -0.0555 1.0341
C 0.3064 0.9805 1.1567
O -1.6457 -0.4964 1.5694
H 0.4078 -0.8368 -2.6752
H 1.5064 -0.4600 -1.1347
H -1.5421 -1.1158 -1.0672
H -0.0431 1.5836 1.9576
H 1.2478 0.5638 1.2596
H 0.3684 1.4911 0.2311
*
```


d) Below is C4H6O in the gas phase, with properties calculated with ωB97M-V with the def2-TZVPD basis set.

The SMILES is OCC1C=C1. The lowest unoccupied orbital energy comes out at 1.03 eV. The calculation puts the HOMO-LUMO gap at 10.9 eV.

ORCA input file:
```
! RIJCOSX wB97M-V def2-TZVPD def2/J DEFGRID3
* xyz 0 1
O -1.3942 -0.3946 0.7084
C -0.4623 0.5972 1.0441
C 0.5782 0.4397 -0.0612
C 0.0605 -0.2824 -1.2908
C 0.7318 -0.9779 -0.4188
H -1.2993 -0.3677 -0.3325
H -0.9506 1.5762 1.1242
H 0.0748 0.4193 1.9901
H 1.4514 1.0870 -0.1090
H -0.0830 -0.2466 -2.3491
H 1.2869 -1.8667 -0.2145
*
```


Energy comparison, zero being the most stable, in kcal/mol: a) 0.0; b) 45.9; c) 21.0; d) 38.8.


a) Below is C4H6O in the gas phase, with properties calculated with ωB97M-V with the def2-TZVPD basis set.

The SMILES is C1=CCOC1. The lowest unoccupied orbital energy comes out at 1.10 eV. The calculation puts the HOMO-LUMO gap at 10.5 eV.

ORCA input file:
```
! RIJCOSX wB97M-V def2-TZVPD def2/J DEFGRID3
* xyz 0 1
C 1.0272 0.6958 -0.0823
C -0.1555 1.1741 0.0304
C -1.2406 0.1094 0.0632
O -0.5234 -1.0361 -0.1820
C 0.9204 -0.8027 0.1310
H 2.0370 1.1357 -0.2735
H -0.1948 2.2277 -0.0573
H -2.0296 0.2289 -0.7061
H -1.6434 0.1509 1.1171
H 1.2173 -1.0842 1.1245
H 1.4911 -1.4293 -0.6028
*
```


b) Below is C4H6O in the gas phase, with properties calculated with ωB97M-V with the def2-TZVPD basis set.

The SMILES is C=CCC=O. The lowest unoccupied orbital energy comes out at 1.05 eV. The calculation puts the HOMO-LUMO gap at 11.0 eV.

ORCA input file:
```
! RIJCOSX wB97M-V def2-TZVPD def2/J DEFGRID3
* xyz 0 1
C -1.9244 -0.1156 -0.1228
C -0.7082 0.3859 0.1525
C 0.5482 -0.4623 0.1123
C 1.8279 0.3312 -0.1041
O 2.9103 -0.1566 -0.0223
H -2.8593 0.4824 -0.0707
H -2.0564 -1.1968 -0.2647
H -0.5006 1.4769 0.2786
H 0.6569 -1.0524 1.0296
H 0.4108 -1.1404 -0.7233
H 1.6948 1.4478 -0.2651
*
```


c) Below is C4H6O in the gas phase, with properties calculated with ωB97M-V with the def2-TZVPD basis set.

The SMILES is C1=CCOC1. The lowest unoccupied orbital energy comes out at 1.10 eV. The calculation puts the HOMO-LUMO gap at 10.3 eV.

ORCA input file:
```
! RIJCOSX wB97M-V def2-TZVPD def2/J DEFGRID3
* xyz 0 1
C 0.6616 0.9162 -0.0519
C 1.0310 -0.3617 0.0221
C -0.1200 -1.2900 0.0724
O -1.3304 -0.3564 0.0124
C -0.8723 0.9965 -0.0575
H 1.3185 1.7926 -0.1007
H 1.9731 -0.8993 0.0543
H -0.1092 -1.8956 1.0059
H -0.1055 -1.9999 -0.7840
H -1.2240 1.5954 0.8067
H -1.2228 1.5022 -0.9797
*
```


d) Below is C4H6O in the gas phase, with properties calculated with ωB97M-V with the def2-TZVPD basis set.

The SMILES is C/C=C/C=O. The lowest unoccupied orbital energy comes out at 0.52 eV. The calculation puts the HOMO-LUMO gap at 10.4 eV.

ORCA input file:
```
! RIJCOSX wB97M-V def2-TZVPD def2/J DEFGRID3
* xyz 0 1
C -2.3903 -0.1302 0.1094
C -0.9795 0.3559 -0.0618
C 0.0680 -0.3736 -0.2338
C 1.3718 0.3308 -0.0168
O 2.4494 -0.2180 0.1425
H -2.6920 -0.3648 1.3255
H -3.1260 0.8139 -0.3771
H -2.5408 -1.1557 -0.5188
H -0.9415 1.3582 0.0572
H 0.0312 -1.5013 -0.2335
H 1.2540 1.4960 -0.1753
*
```


Energy comparison, zero being the most stable, in kcal/mol: a) 9.9; b) 0.0; c) 2.9; d) 25.9.


a) Below is C4H6O in the gas phase, with properties calculated with ωB97M-V with the def2-TZVPD basis set.

The lowest unoccupied orbital energy (spin up / spin down) comes out at -0.79 / -0.80 eV. The calculation puts the HOMO-LUMO gap (spin up / spin down) at 8.3 / 8.3 eV.

ORCA input file:
```
! RIJCOSX wB97M-V def2-TZVPD def2/J DEFGRID3
* xyz 0 1
O -0.1818 -1.9195 -0.5299
C 0.0133 -0.7486 -0.3182
C -0.9839 0.3712 -0.6448
C -0.9349 1.2786 0.5493
C 1.2585 -0.2175 0.3595
H -0.7068 0.8815 -1.5759
H -1.9782 -0.0788 -0.7695
H -1.1972 0.6143 1.4058
H 1.0282 0.7367 0.8680
H 1.6773 -0.9412 1.0613
H 2.0055 0.0234 -0.4055
*
```


b) Below is C4H6O in the gas phase, with properties calculated with ωB97M-V with the def2-TZVPD basis set.

The lowest unoccupied orbital energy comes out at 0.81 eV. The calculation puts the HOMO-LUMO gap at 8.0 eV.

ORCA input file:
```
! RIJCOSX wB97M-V def2-TZVPD def2/J DEFGRID3
* xyz 0 1
C -1.4789 0.7160 -0.4274
C -1.3755 -0.3948 0.3034
C -0.3660 -1.1267 -0.2167
C 1.7761 -0.0525 0.3498
O 0.9131 -1.0210 -0.2624
H -0.7133 1.0557 -1.0928
H -2.3470 -0.8956 0.4837
H -2.4106 1.0845 -0.6120
H 1.2037 0.3417 1.2374
H 2.0180 0.6780 -0.4425
H 2.7806 -0.3853 0.6794
*
```


Energy comparison, zero being the most stable, in kcal/mol: a) 0.0; b) 21.0.


a) Below is 2 unconnected molecules or ions with the total composition CHN2O3, with properties calculated with ωB97M-V with the def2-TZVPD basis set.

The lowest unoccupied orbital energy comes out at -7.55 eV. The calculation puts the HOMO-LUMO gap at 10.0 eV.

ORCA input file:
```
! RIJCOSX wB97M-V def2-TZVPD def2/J DEFGRID3
* xyz 1 1
C -0.1001 0.9879 1.2891
N -0.0610 -0.0907 -0.9004
N 0.0296 -1.2237 -0.8378
O -0.1909 -0.0231 1.7961
O 0.1670 -2.3306 -0.6955
O -0.1245 2.0243 0.8208
H 0.2800 0.6559 -1.4723
*
```


b) Below is 2 unconnected molecules or ions with the total composition CHN2O3, with properties calculated with ωB97M-V with the def2-TZVPD basis set.

The lowest unoccupied orbital energy comes out at -6.17 eV. The calculation puts the HOMO-LUMO gap at 10.9 eV.

ORCA input file:
```
! RIJCOSX wB97M-V def2-TZVPD def2/J DEFGRID3
* xyz 1 1
C -1.4178 0.6914 -1.3914
N 1.2216 -1.0193 0.7384
N 0.9521 -0.1356 1.3783
O -1.8556 0.9567 -2.4228
O 0.7459 0.6756 2.1123
O -0.8761 0.4977 -0.4029
H 1.2299 -1.6666 -0.0120
*
```


Energy comparison, zero being the most stable, in kcal/mol: a) 10.3; b) 0.0.


a) Below is a gas-phase ion, C5H6N (charge +1), with properties calculated with ωB97M-V with the def2-TZVPD basis set.

The lowest unoccupied orbital energy (spin up / spin down) comes out at -5.98 / -7.29 eV. The calculation puts the HOMO-LUMO gap (spin up / spin down) at 8.3 / 6.2 eV.

ORCA input file:
```
! RIJCOSX wB97M-V def2-TZVPD def2/J DEFGRID3
* xyz 1 1
C -1.7100 -0.7268 -1.0663
C -2.5022 -0.0157 -0.2597
C -1.1234 -0.0918 0.0872
C 1.1861 0.0074 0.8609
C 1.9405 0.5917 -0.1855
N -0.1962 0.1739 0.8691
H -1.5907 -1.3440 -1.9271
H -3.4640 0.3693 -0.0126
H 1.4385 -1.0691 0.9455
H 1.5620 0.3583 1.8418
H 2.9798 0.8426 -0.0435
H 1.4796 0.9042 -1.1097
*
```


b) Below is a gas-phase ion, C5H6N (charge +1), with properties calculated with ωB97M-V with the def2-TZVPD basis set.

The SMILES is C#C[N@H+]1CC1=C. The lowest unoccupied orbital energy comes out at -3.75 eV. The calculation puts the HOMO-LUMO gap at 11.6 eV.

ORCA input file:
```
! RIJCOSX wB97M-V def2-TZVPD def2/J DEFGRID3
* xyz 1 1
C -2.5336 -0.4166 0.2994
C -1.5713 -0.0008 -0.2367
N -0.2494 0.4883 -0.7651
C 0.5872 1.1491 0.3799
C 0.9291 -0.2027 0.0349
C 1.5644 -1.3331 -0.0373
H -3.5369 -0.4533 0.5570
H -0.2375 0.7771 -1.7162
H -0.0822 1.5028 1.1325
H 1.2472 1.9495 0.0907
H 1.5562 -2.1440 -0.6035
H 2.3267 -1.3161 0.8643
*
```


Energy comparison, zero being the most stable, in kcal/mol: a) 1.4; b) 0.0.


a) Below is C3H7NOS2 in the gas phase, with properties calculated with ωB97M-V with the def2-TZVPD basis set.

The lowest unoccupied orbital energy comes out at 0.29 eV. The calculation puts the HOMO-LUMO gap at 8.9 eV.

ORCA input file:
```
! RIJCOSX wB97M-V def2-TZVPD def2/J DEFGRID3
* xyz 0 1
C -0.1140 0.2765 -0.7773
C 2.7355 -0.1961 -1.0818
C -2.4490 0.7774 0.3741
N -1.9313 -1.7217 0.0330
O 0.2166 1.3620 -1.0915
S 1.2621 -1.0874 -0.3658
S -1.9090 -0.4269 -0.8508
H 2.8664 0.0567 -2.1830
H 3.5785 -0.7246 -0.6140
H 2.7080 0.7869 -0.5266
H -3.6156 1.0286 0.2755
H -1.7653 1.6214 0.4248
H -2.4479 0.0569 1.2069
H -2.0205 -2.6473 -0.5643
*
```


b) Below is C3H7NOS2 in the gas phase, with properties calculated with ωB97M-V with the def2-TZVPD basis set.

The SMILES is O=CNCCSS. The lowest unoccupied orbital energy comes out at 0.19 eV. The calculation puts the HOMO-LUMO gap at 8.9 eV.

ORCA input file:
```
! RIJCOSX wB97M-V def2-TZVPD def2/J DEFGRID3
* xyz 0 1
O -1.4548 -3.1096 0.4133
C -0.7847 -2.4417 1.1402
N -1.1874 -1.1394 1.5460
C -0.4095 -0.0002 1.0583
C -0.8874 0.2940 -0.4140
S 0.3025 1.2415 -1.5129
S 1.8970 1.8269 -0.3338
H 0.2309 -2.6397 1.5153
H -2.1682 -1.0054 1.7204
H 0.6134 -0.3669 1.0990
H -0.5793 0.8946 1.6246
H -1.2379 -0.6555 -0.8124
H -1.8650 0.7838 -0.3464
H 2.4003 0.7898 0.3951
*
```


Energy comparison, zero being the most stable, in kcal/mol: a) 42.9; b) 0.0.


a) Below is a molecular structure, C3H7NOS2, with properties calculated with ωB97M-V with the def2-TZVPD basis set.

The lowest unoccupied orbital energy comes out at 0.49 eV. The calculation puts the HOMO-LUMO gap at 9.7 eV.

ORCA input file:
```
! RIJCOSX wB97M-V def2-TZVPD def2/J DEFGRID3
* xyz 0 1
C 1.2343 -1.0685 0.2843
C 1.1148 1.2564 -0.4247
C -1.3938 -0.3122 -0.2812
N 0.4815 -0.0398 -0.1340
O 0.8282 -2.2371 0.4524
S -2.0720 1.2480 -0.2778
S -1.9040 -1.4397 1.0862
H 2.2566 -0.8255 0.2359
H 2.1137 1.0912 -0.9268
H 0.4223 1.7067 -1.0638
H 1.1963 1.8176 0.4979
H -1.5007 -0.6478 -1.2093
H -2.1278 1.4671 1.0081
H -0.6493 -2.0163 0.7528
*
```


b) Below is C3H7NOS2 in the gas phase, with properties calculated with ωB97M-V with the def2-TZVPD basis set.

The SMILES is CCC(=O)N(S)S. The lowest unoccupied orbital energy comes out at 0.52 eV. The calculation puts the HOMO-LUMO gap at 9.4 eV.

ORCA input file:
```
! RIJCOSX wB97M-V def2-TZVPD def2/J DEFGRID3
* xyz 0 1
C 1.1728 -0.0271 0.3900
C 0.4053 -0.6081 -0.7555
C -0.9037 -1.0724 -0.4096
O -1.3605 -2.1530 -0.2101
N -2.0503 0.1130 -0.4639
S -1.5617 1.8040 -0.2740
S -3.4371 -0.4386 0.3067
H 2.0890 0.2467 -0.0077
H 1.2948 -0.7995 1.0840
H 0.7295 0.8563 0.8893
H 0.9293 -1.5141 -1.0231
H 0.2121 0.1362 -1.4571
H -0.9901 1.6430 1.0031
H -4.1178 -0.9103 -0.8131
*
```


Energy comparison, zero being the most stable, in kcal/mol: a) 8.2; b) 0.0.